{
  "formula": "C3H5O2",
  "method": "the ωB97M-V functional and the def2-TZVPD basis",
  "species": ["C", "C", "C", "O", "O", "H", "H", "H", "H", "H"],
  "coordinates": [[-1.978, 0.174, 0.580], [1.440, 0.630, 0.044], [1.218, -0.528, -0.671], [1.746, 1.495, 0.678], [-0.823, 0.405, 0.869], [-2.336, 0.021, -0.394], [-2.784, 0.295, 1.285], [1.909, -0.585, -1.542], [0.244, -0.538, -0.879], [1.363, -1.368, 0.030]],
  "e_above_lowest_kcal_mol": 26.0,
  "charge": 1,
  "gap_ev": 10.1,
  "energy_ha": -267.44670,
  "e_homo_ev": -15.2
}



{
  "formula": "C4H7ClSi",
  "method": "the ωB97M-V functional and the def2-TZVPD basis",
  "species": ["C", "C", "Si", "Cl", "C", "C", "H", "H", "H", "H", "H", "H", "H"],
  "coordinates": [[2.444, -0.007, -0.729], [1.789, -1.053, -0.368], [-0.298, -0.966, 0.571], [-1.025, -2.679, 0.106], [-1.072, 0.473, -0.332], [-2.190, 1.185, -0.165], [3.449, -0.044, -1.051], [1.823, 0.868, -1.064], [2.139, -2.104, -0.331], [-0.363, -0.704, 2.088], [-0.410, 0.858, -1.138], [-2.377, 1.899, -0.949], [-2.921, 0.833, 0.610]],
  "e_above_lowest_kcal_mol": 23.3,
  "gap_ev": 10.0,
  "energy_ha": -906.22996,
  "e_homo_ev": -9.3
}



{
  "formula": "C3H6N2O3",
  "method": "the ωB97M-V functional and the def2-TZVPD basis",
  "species": ["O", "C", "N", "C", "O", "C", "N", "O", "H", "H", "H", "H", "H", "H"],
  "coordinates": [[-2.440, 0.499, 0.123], [-1.401, -0.116, 0.081], [-0.820, -0.754, -0.965], [0.744, -0.567, -0.872], [1.166, 0.630, -1.380], [0.833, -0.590, 0.665], [-0.389, 0.100, 1.065], [-0.179, 1.516, 1.227], [-1.299, -0.748, -1.852], [1.245, -1.391, -1.379], [0.753, 1.374, -0.793], [0.847, -1.599, 1.078], [1.707, -0.031, 1.013], [-0.768, 1.675, 1.991]],
  "e_above_lowest_kcal_mol": 66.4,
  "gap_ev": 10.5,
  "energy_ha": -453.09516,
  "e_homo_ev": -9.7
}



What did the third record say?
{
  "formula": "C3H6N2O3",
  "method": "the ωB97M-V functional and the def2-TZVPD basis",
  "species": ["O", "C", "N", "C", "O", "C", "N", "O", "H", "H", "H", "H", "H", "H"],
  "coordinates": [[-2.440, 0.499, 0.123], [-1.401, -0.116, 0.081], [-0.820, -0.754, -0.965], [0.744, -0.567, -0.872], [1.166, 0.630, -1.380], [0.833, -0.590, 0.665], [-0.389, 0.100, 1.065], [-0.179, 1.516, 1.227], [-1.299, -0.748, -1.852], [1.245, -1.391, -1.379], [0.753, 1.374, -0.793], [0.847, -1.599, 1.078], [1.707, -0.031, 1.013], [-0.768, 1.675, 1.991]],
  "e_above_lowest_kcal_mol": 66.4,
  "gap_ev": 10.5,
  "energy_ha": -453.09516,
  "e_homo_ev": -9.7
}